a | Entry from the Open Molecules 2025 dataset: one molecule with the formula C5H5FO2 (ωB97M-V with the def2-TZVPD basis set).

ORCA input file:
```
! RIJCOSX wB97M-V def2-TZVPD def2/J DEFGRID3
* xyz 0 1
F 1.748 0.616 1.124
H 0.577 2.693 -0.011
H 1.362 -1.502 -0.517
C -0.426 -0.889 -1.378
H 0.155 -1.046 2.089
C 0.489 -0.843 -0.129
H -1.343 -0.683 1.221
O -1.356 1.730 -0.138
C 0.514 0.449 0.498
O -0.781 0.169 -1.889
C -0.187 1.717 -0.027
C -0.277 -0.647 1.182
H -0.473 -1.764 -2.026
*
```

Calculated values
- lowest unoccupied orbital energy (Ha) = 0.020
- SMILES = O=C[C@@H]1C[C@]1(F)C=O

=====

b | Entry from the Open Molecules 2025 dataset: one molecule with the formula C5H5FO2 (ωB97M-V with the def2-TZVPD basis set).

ORCA input file:
```
! RIJCOSX wB97M-V def2-TZVPD def2/J DEFGRID3
* xyz 0 1
O 2.204 -0.760 -0.499
H 2.497 -1.640 -0.188
F -2.314 -0.887 -0.159
C -0.712 0.927 -0.485
H 1.401 1.622 -0.793
C -1.064 -0.449 -0.051
H -0.061 -2.094 0.929
O -0.230 1.733 0.594
C 0.721 1.045 -0.211
C 1.226 -0.254 0.390
H -1.266 1.461 -1.311
H 1.659 -0.077 1.389
C -0.035 -1.114 0.465
*
```

Calculated values
- lowest unoccupied orbital energy (Ha) = 0.027
- SMILES = O[C@@H]1C=C(F)[C@H]2O[C@@H]12

=====

Which structure is the most stable? The one labeled b.

=====

a | Entry from the Open Molecules 2025 dataset: a 2-piece molecular cluster, C3H5P overall (ωB97M-V with the def2-TZVPD basis set).

ORCA input file:
```
! RIJCOSX wB97M-V def2-TZVPD def2/J DEFGRID3
* xyz 0 1
H -2.653 0.915 -2.505
H -2.609 1.346 -0.548
C 0.783 -0.719 0.274
P -1.697 0.687 -1.468
H -1.101 1.989 -1.564
C 2.111 -0.897 0.835
H 1.007 -1.496 2.631
C 1.057 -1.177 1.621
H 3.101 -0.647 0.724
*
```

Calculated values
- lowest unoccupied orbital energy (Ha) = 0.037
- SMILES = C1=CC=1.P

=====

b | Entry from the Open Molecules 2025 dataset: a 2-piece molecular cluster, C3H5P overall (ωB97M-V with the def2-TZVPD basis set).

ORCA input file:
```
! RIJCOSX wB97M-V def2-TZVPD def2/J DEFGRID3
* xyz 0 1
P 1.321 0.432 -1.354
H 0.681 1.435 -0.703
C -1.504 0.556 1.644
H 0.499 -1.587 0.026
C -1.239 -0.004 0.611
C 0.278 -0.886 -0.758
H 2.516 0.472 -0.477
H -0.502 -1.304 -1.474
H -2.050 0.886 2.485
*
```

Calculated values
- lowest unoccupied orbital energy (Ha) = -0.024

=====

c | Entry from the Open Molecules 2025 dataset: a 2-piece molecular cluster, C3H5P overall (ωB97M-V with the def2-TZVPD basis set).

ORCA input file:
```
! RIJCOSX wB97M-V def2-TZVPD def2/J DEFGRID3
* xyz 0 1
H -0.021 -1.899 1.511
H 1.192 2.391 -1.474
P -1.195 -0.816 -0.622
H -2.146 1.356 1.158
C 0.255 -1.214 0.686
C 0.594 1.502 -1.436
H 1.112 -1.730 0.263
H 0.463 -0.253 1.128
C -0.255 0.663 -1.214
*
```

Calculated values
- lowest unoccupied orbital energy (spin up / spin down) (Ha) = -0.047 / -0.013

=====

Which structure is the most stable? The one labeled a.

=====

a | Entry from the Open Molecules 2025 dataset: one molecule with the formula C3H5P (ωB97M-V with the def2-TZVPD basis set).

ORCA input file:
```
! RIJCOSX wB97M-V def2-TZVPD def2/J DEFGRID3
* xyz 0 1
H 2.156 0.184 0.613
C -1.087 -0.358 -0.058
H 1.850 -0.638 -0.965
H 1.868 -1.413 0.531
C 0.116 -0.313 0.081
H -2.920 -0.891 1.074
C 1.608 -0.453 -0.018
P -2.816 -0.033 0.000
H -3.314 -0.900 -1.058
*
```

Calculated values
- lowest unoccupied orbital energy (Ha) = 0.035
- SMILES = CC#CP

=====

b | Entry from the Open Molecules 2025 dataset: one molecule with the formula C3H5P (ωB97M-V with the def2-TZVPD basis set).

ORCA input file:
```
! RIJCOSX wB97M-V def2-TZVPD def2/J DEFGRID3
* xyz 0 1
C -0.115 0.666 0.836
C 1.003 -0.016 0.085
C -0.636 -0.284 -0.103
H -0.268 1.731 0.626
H -1.010 -1.684 -2.171
H 1.493 -0.893 0.543
P -1.779 -0.814 -1.226
H 1.537 0.616 -0.566
H -0.227 0.678 1.977
*
```

Calculated values
- lowest unoccupied orbital energy (Ha) = 0.004
- SMILES = P=C1CC1

=====

c | Entry from the Open Molecules 2025 dataset: a 2-piece molecular cluster, C3H5P overall (ωB97M-V with the def2-TZVPD basis set).

ORCA input file:
```
! RIJCOSX wB97M-V def2-TZVPD def2/J DEFGRID3
* xyz 0 1
H 0.011 -1.671 -1.953
H 0.124 -0.004 -2.571
H -0.252 -0.639 2.567
H -1.246 -0.487 -1.612
H 0.339 -0.392 -0.855
C -0.214 -0.652 -1.809
P -0.821 0.682 2.543
C 0.483 1.276 1.716
C 1.578 1.887 1.976
*
```

Calculated values
- lowest unoccupied orbital energy (Ha) = -0.087

=====

d | Entry from the Open Molecules 2025 dataset: C3H5P as an isolated structure (ωB97M-V with the def2-TZVPD basis set).

ORCA input file:
```
! RIJCOSX wB97M-V def2-TZVPD def2/J DEFGRID3
* xyz 0 1
P -0.913 -0.793 -1.315
H -1.804 0.715 0.908
H 1.416 0.756 0.329
C -0.744 0.661 -0.187
C 0.532 -1.080 -0.492
H 1.267 -1.866 -0.545
C 0.544 0.103 0.418
H 0.442 -0.163 1.474
H -0.742 1.666 -0.591
*
```

Calculated values
- lowest unoccupied orbital energy (Ha) = 0.018

=====

Which structure is the most stable? The one labeled a.